Record 1
Entry from the OMol25 dataset: a structure of composition AgCl2 (the ωB97M-V functional and the def2-TZVPD basis).

Calculated values
HOMO energy (alpha / beta) = 2.17 / -0.56 eV
expectation value of S² = 0.75
energy = -1067.35416 a.u.
2S+1 = 2
energy relative to the best compared isomer or geometry (same formula, charge and spin) = 3.6 kcal/mol
net charge = -2
gap between HOMO and LUMO (alpha / beta) = 5.15 / 7.64 eV

Geometry (Å):
Cl1 0.88 1.26 1.46
Ag1 0.38 -1.28 0.20
Cl2 -1.26 0.03 -1.65



Record 2
Entry from the OMol25 dataset: a structure of composition AgCl2F4N2O8S4 at a distorted geometry (the ωB97M-V functional and the def2-TZVPD basis).

Calculated values
HOMO energy (alpha / beta) = -4.79 / -4.01 eV
expectation value of S² = 0.77
energy = -3770.99166 a.u.
2S+1 = 2
net charge = -2
gap between HOMO and LUMO (alpha / beta) = 9.76 / 4.83 eV

Geometry (Å):
O1 -1.76 1.41 0.26
S1 0.15 1.78 -1.80
N1 -1.33 2.48 -1.95
Cl1 -2.52 -0.39 3.62
O2 0.44 0.64 -2.65
F1 -3.48 2.11 -0.96
S2 0.17 -2.70 0.42
F2 2.50 -0.11 1.53
O3 0.41 -3.63 1.53
O4 0.93 1.96 -0.55
S3 -2.00 1.43 -1.15
O5 0.43 -3.22 -0.90
O6 2.98 -2.32 1.15
S4 2.18 -1.32 0.49
Cl2 0.94 2.72 3.08
Ag1 -0.36 0.55 2.06
F3 0.94 2.96 -2.63
O7 2.59 -0.77 -0.81
N2 0.48 -1.26 0.72
O8 -2.24 0.17 -1.84
F4 -1.45 -2.50 0.39



Record 3
Entry from the OMol25 dataset: a structure of composition AgH12O6 at a distorted geometry (the ωB97M-V functional and the def2-TZVPD basis).

Calculated values
HOMO energy = -13.72 eV
energy = -605.35795 a.u.
2S+1 = 1
energy relative to the best compared isomer or geometry (same formula, charge and spin) = 12.7 kcal/mol
net charge = +1
gap between HOMO and LUMO = 10.29 eV

Geometry (Å):
H1 -0.48 1.92 2.11
H2 -1.98 -1.06 1.83
O1 -1.06 -0.99 2.06
H3 -1.10 2.01 0.36
O2 -1.05 -1.39 -1.67
Ag1 0.23 -0.38 0.15
H4 2.00 -1.73 -1.73
O3 0.20 1.59 1.54
H5 -1.47 -2.27 -1.71
H6 -1.17 -0.53 2.88
H7 2.15 0.25 -1.70
H8 2.57 -2.38 -0.60
O4 1.75 -2.07 -0.90
H9 -2.48 1.36 0.19
H10 -1.70 -0.73 -1.88
H11 2.69 1.49 -0.94
O5 -1.70 1.61 -0.25
H12 0.67 2.38 1.28
O6 1.94 0.93 -1.03



Record 4
Entry from the OMol25 dataset: a structure of composition AgH36O18 at a distorted geometry (the ωB97M-V functional and the def2-TZVPD basis).

Calculated values
HOMO energy (alpha / beta) = -15.70 / -15.70 eV
expectation value of S² = 0.75
energy = -1522.32353 a.u.
2S+1 = 2
net charge = +2
gap between HOMO and LUMO (alpha / beta) = 10.61 / 6.85 eV

Geometry (Å):
O1 1.24 -0.45 2.03
H1 0.30 1.36 4.89
H2 0.75 -1.52 -2.87
H3 2.12 -1.63 -4.36
O2 -2.11 2.28 3.02
H4 2.03 -0.74 2.48
H5 2.78 -1.81 -0.89
H6 2.98 3.12 1.50
H7 -2.48 -2.09 -3.74
O3 -3.90 0.95 1.04
H8 -1.99 0.57 -1.57
H9 -2.81 -1.79 -2.30
H10 5.64 0.28 -1.28
H11 -2.78 1.60 3.11
O4 0.60 -4.93 0.83
O5 -1.70 -2.02 3.08
H12 0.45 2.37 1.49
O6 4.77 0.16 -1.67
H13 -0.88 -2.18 1.52
H14 -0.96 1.90 1.76
H15 -2.49 -1.71 2.64
H16 -0.33 3.85 -0.02
O7 1.44 -2.31 -4.38
H17 4.93 0.08 -2.61
H18 -4.51 0.33 0.66
H19 -1.90 1.31 -3.94
H20 3.27 -0.38 -0.81
O8 0.25 -1.49 -2.05
H21 -0.38 1.29 -3.90
H22 0.21 2.03 -1.85
H23 -0.58 -1.93 -2.27
H24 -1.68 2.30 3.87
H25 -0.09 -0.10 4.77
O9 -1.79 0.24 -0.69
H26 -1.86 -2.95 3.25
H27 1.47 -4.98 1.23
Ag1 0.44 -0.13 -0.09
O10 -0.23 1.78 1.16
H28 2.40 3.95 0.38
H29 0.75 0.03 2.70
H30 -2.51 0.55 -0.15
O11 -0.52 -2.19 0.63
H31 1.71 2.11 -1.72
O12 0.13 0.67 4.24
H32 -4.28 1.18 1.89
O13 0.96 1.56 -1.49
O14 -1.06 4.41 0.23
H33 -0.75 5.30 0.07
H34 1.50 -2.69 -5.25
O15 2.15 3.42 1.13
O16 -1.16 1.23 -3.34
O17 -2.23 -2.31 -2.84
H35 0.42 -5.83 0.54
O18 2.55 -0.95 -0.54
H36 -0.30 -3.11 0.47



Record 5
Entry from the OMol25 dataset: a structure of composition AlBF4H18O9 at a distorted geometry (the ωB97M-V functional and the def2-TZVPD basis).

Calculated values
HOMO energy = -16.14 eV
energy = -1353.87220 a.u.
2S+1 = 1
net charge = +2
gap between HOMO and LUMO = 1.78 eV

Geometry (Å):
H1 -2.20 5.86 3.10
F1 1.22 -0.63 -0.05
H2 1.66 -1.11 -4.63
F2 -0.39 -1.11 1.36
H3 -3.86 -2.78 -3.33
H4 -2.58 -3.48 -2.94
H5 -3.99 1.63 -2.51
O1 -4.63 -1.95 1.40
F3 0.53 0.90 1.26
O2 2.19 -4.22 2.80
H6 0.30 -1.75 -4.80
O3 -4.95 1.67 -2.58
H7 1.57 -3.57 2.45
O4 -3.02 -3.06 -3.68
F4 -0.74 0.21 -0.51
H8 1.01 3.09 -4.68
H9 3.43 -1.98 4.35
H10 1.63 -4.86 3.25
H11 -5.24 0.81 -2.27
B1 0.12 -0.16 0.52
O5 4.00 -1.38 4.83
O6 5.10 1.68 0.66
H12 5.76 2.09 0.09
H13 -4.97 -2.29 2.23
H14 0.81 3.00 -3.18
O7 1.26 3.51 -3.86
O8 -1.73 5.14 2.68
H15 -2.29 4.89 1.94
O9 1.18 -1.75 -5.16
H16 -3.74 -1.67 1.60
Al1 3.21 3.90 4.70
H17 4.52 1.22 0.06
H18 4.84 -1.85 4.91



Record 6
Entry from the OMol25 dataset: a structure of composition AlBH24O10 at a distorted geometry (the ωB97M-V functional and the def2-TZVPD basis).

Calculated values
HOMO energy (alpha / beta) = -14.39 / -14.11 eV
expectation value of S² = 0.76
energy = -1033.58250 a.u.
2S+1 = 2
energy relative to the best compared isomer or geometry (same formula, charge and spin) = 19.7 kcal/mol
net charge = +1
gap between HOMO and LUMO (alpha / beta) = 10.54 / 3.94 eV

Geometry (Å):
H1 27.44 -7.53 3.82
O1 31.46 -3.83 2.20
H2 26.85 -6.79 0.41
O2 24.03 -4.77 1.72
O3 24.78 -6.99 3.61
H3 26.91 -7.61 7.61
O4 27.15 -6.92 6.99
O5 26.36 -6.06 0.79
H4 27.69 -7.37 6.34
H5 23.80 -4.33 0.91
H6 32.03 -4.32 1.61
O6 28.76 -4.89 6.89
H7 28.15 -5.63 6.86
H8 25.39 -4.41 6.80
O7 29.43 -6.32 1.11
O8 25.96 -4.27 6.04
H9 27.00 -5.60 1.34
H10 25.19 -1.90 3.00
H11 26.16 -5.15 5.73
H12 28.02 -6.39 3.24
H13 30.65 -3.70 1.70
H14 28.93 -5.90 1.80
H15 30.26 -6.57 1.53
H16 25.53 -6.40 3.72
H17 26.72 -5.21 3.50
H18 24.75 -5.36 1.49
Al1 28.22 -2.50 5.01
H19 28.32 -4.63 3.03
B1 27.78 -5.39 3.57
H20 28.14 -5.17 4.56
H21 26.33 -8.14 4.66
O9 25.79 -2.64 3.08
H22 24.22 -6.53 2.99
O10 27.22 -8.31 4.34
H23 25.26 -3.40 2.83
H24 29.56 -5.26 7.27



Record 7
Entry from the OMol25 dataset: a structure of composition AlBH24O10 at a distorted geometry (the ωB97M-V functional and the def2-TZVPD basis).

Calculated values
HOMO energy (alpha / beta) = -20.96 / -20.40 eV
expectation value of S² = 1.77
energy = -1032.45333 a.u.
2S+1 = 2
energy relative to the best compared isomer or geometry (same formula, charge and spin) = 17.1 kcal/mol
net charge = +3
gap between HOMO and LUMO (alpha / beta) = 4.51 / 3.29 eV

Geometry (Å):
O1 2.99 0.49 -0.17
H1 2.21 3.68 -0.85
O2 -0.06 -3.12 -1.09
H2 1.52 -0.73 -2.76
H3 -1.66 2.20 -2.83
H4 -2.30 -3.11 1.22
O3 -2.48 -2.23 1.57
H5 2.88 2.49 -0.18
O4 -2.28 -1.44 -2.12
H6 -0.57 3.48 1.09
H7 -0.42 -3.62 -0.36
H8 0.95 -1.00 -0.21
H9 -2.28 -1.47 -3.08
H10 3.46 -0.10 -0.76
O5 -0.77 2.55 1.02
H11 -0.85 0.98 -2.43
H12 0.76 0.18 -1.81
H13 -0.42 -0.66 0.88
B1 0.16 -0.31 0.05
H14 -0.72 0.82 3.38
H15 -1.52 -0.22 4.13
H16 0.68 0.59 0.33
Al1 -2.98 0.46 0.37
H17 0.07 2.15 0.77
H18 1.19 -0.38 1.74
H19 -1.95 -2.18 2.36
O6 2.91 3.44 -0.23
H20 2.13 0.08 -0.07
H21 2.31 0.28 2.53
H22 -2.01 -2.32 -1.86
H23 -0.19 -2.20 -0.84
O7 -1.60 1.52 -2.16
O8 -1.42 0.17 3.27
O9 1.13 0.14 -2.69
H24 -0.51 -0.17 -0.79
O10 1.65 -0.42 2.58



Record 8
Entry from the OMol25 dataset: a structure of composition AlBH8O2 at a distorted geometry (the ωB97M-V functional and the def2-TZVPD basis).

Calculated values
HOMO energy = -20.68 eV
energy = -421.47253 a.u.
2S+1 = 1
energy relative to the best compared isomer or geometry (same formula, charge and spin) = 115.7 kcal/mol
net charge = +2
gap between HOMO and LUMO = 4.29 eV

Geometry (Å):
H1 1.19 -13.69 -0.76
H2 0.82 -13.65 -2.49
H3 1.94 -17.24 -1.96
H4 -0.33 -14.39 -1.34
H5 1.57 -18.71 -1.89
B1 0.70 -14.21 -1.57
O1 -0.86 -16.75 0.08
Al1 -1.27 -16.46 -2.74
H6 -1.53 -16.61 0.75
H7 -0.03 -16.78 0.55
H8 1.23 -15.15 -1.61
O2 1.21 -17.84 -2.08



Record 9
Entry from the OMol25 dataset: a structure of composition AlH6O3 at a distorted geometry (the ωB97M-V functional and the def2-TZVPD basis).

Calculated values
HOMO energy = -25.69 eV
energy = -470.16344 a.u.
2S+1 = 1
energy relative to the best compared isomer or geometry (same formula, charge and spin) = 105.2 kcal/mol
net charge = +3
gap between HOMO and LUMO = 4.07 eV

Geometry (Å):
H1 20.34 -9.94 25.89
H2 18.17 -12.65 32.23
H3 18.66 -12.42 25.68
H4 19.40 -13.39 26.58
O1 20.48 -9.62 26.79
Al1 19.61 -11.28 29.12
H5 21.35 -9.22 26.77
H6 18.31 -11.16 32.51
O2 18.54 -11.84 31.87
O3 19.28 -12.46 26.42



Q: What is the 2S+1 in the fifth record?
A: 1